Entry 1:
27
Properties=species:S:1:pos:R:3 method="wB97M-V/def2-TZVPD" multiplicity=1 orbital_gap_ev=9.18 largest_force_ev_per_a=17.1 lumo_ev=0.283 mol_weight_g_mol=297.1 homo_energy_ev=-8.9
C 2.48 -1.65 -1.63
C 2.46 -0.14 -1.75
H 2.00 0.30 -2.70
H 3.34 0.30 -1.65
O 1.46 0.15 -0.86
C 1.91 0.46 0.54
O 3.03 0.28 0.95
C 0.88 1.06 1.35
N -0.48 0.79 0.94
C -0.99 -0.49 0.95
C -2.33 -0.01 0.41
C -2.43 1.27 0.06
N -1.17 1.55 0.44
C -3.39 2.09 -0.39
F -3.73 1.58 -1.82
F -4.63 1.86 0.41
H -3.09 2.90 -0.41
Br -3.62 -1.56 0.11
C -0.30 -1.60 1.37
H 0.53 -1.82 1.07
H -1.11 -2.55 1.11
H -0.37 -1.58 2.66
H 1.10 0.70 2.51
H 0.94 2.17 1.74
H 3.04 -1.81 -2.80
H 1.53 -2.09 -1.80
H 2.92 -2.15 -0.80

Entry 2:
22
Properties=species:S:1:pos:R:3 method="wB97M-V/def2-TZVPD" multiplicity=1 orbital_gap_ev="6.83 / 6.65" largest_force_ev_per_a=4.5 lumo_ev="-6.134 / -6.088" mol_weight_g_mol=213.1 de_lowest_kj_mol=550.2 homo_energy_ev="-13.0 / -12.7" charge=+1
C 3.45 -0.02 0.08
C 3.15 -1.36 0.30
C 2.56 0.89 -0.38
C 1.88 -1.79 -0.07
C 1.22 0.48 -0.51
C 0.89 -0.82 -0.39
C -0.50 -1.18 -0.52
C -3.37 0.37 -0.67
C -1.98 1.29 1.16
N -2.17 0.89 -0.11
Br -1.23 -2.81 -1.06
H 4.52 0.30 0.37
H 3.83 -2.08 0.67
H 2.79 1.98 -0.65
H 1.54 -2.75 -0.03
H 0.42 1.23 -0.75
H -3.97 0.00 0.25
H -3.19 -0.55 -1.29
H -3.88 1.22 -1.16
H -0.99 1.77 1.39
H -2.37 0.65 2.00
H -2.60 2.28 1.38

Entry 3:
25
Properties=species:S:1:pos:R:3 method="wB97M-V/def2-TZVPD" multiplicity=1 smiles="CON(Br)C(=O)N(C)c1ccccc1" orbital_gap_ev=9.13 largest_force_ev_per_a=3.6 lumo_ev=0.323 mol_weight_g_mol=259.1 de_lowest_kj_mol=126.2 homo_energy_ev=-8.8
C -1.38 1.36 1.68
O -1.61 1.23 0.22
N -2.35 0.18 -0.11
Br -4.17 0.17 0.39
C -1.86 -1.12 -0.43
O -2.62 -2.06 -0.45
N -0.51 -1.29 -0.51
C 0.16 -2.60 -0.81
C 0.46 -0.25 -0.43
C 0.54 0.79 -1.34
C 1.54 1.67 -1.29
C 2.49 1.57 -0.28
C 2.44 0.61 0.65
C 1.41 -0.36 0.53
H -0.67 2.19 1.96
H -1.18 0.38 2.14
H -2.41 1.51 2.08
H 0.64 -3.11 0.02
H -0.64 -3.29 -1.04
H 0.99 -2.43 -1.44
H -0.28 0.65 -2.06
H 1.50 2.43 -1.98
H 3.22 2.43 -0.05
H 3.10 0.62 1.43
H 1.21 -1.27 1.11

Entry 4:
23
Properties=species:S:1:pos:R:3 method="wB97M-V/def2-TZVPD" multiplicity=1 orbital_gap_ev="7.72 / 7.71" largest_force_ev_per_a=4.1 lumo_ev="-4.602 / -4.602" mol_weight_g_mol=229.1 de_lowest_kj_mol=292.5 homo_energy_ev="-12.3 / -12.3" charge=+1
C -0.10 -2.88 1.06
C -1.19 -2.23 0.61
C 1.16 -2.43 0.76
C -1.05 -1.15 -0.36
C 1.35 -1.51 -0.29
C 0.21 -0.90 -0.90
C 0.57 0.09 -1.85
C -0.97 3.01 1.39
C 0.50 1.89 -0.22
N -0.58 1.97 0.40
O 1.80 0.16 -2.35
Br -0.61 1.07 -2.92
H -0.09 -3.67 1.81
H -2.26 -2.42 0.96
H 2.00 -3.07 1.17
H -2.04 -0.69 -0.78
H 2.37 -1.16 -0.44
H -1.26 3.89 0.85
H -1.86 2.65 1.88
H -0.13 3.23 2.05
H 1.37 2.60 -0.07
H -1.07 1.06 0.45
H 1.86 0.49 -3.23